# 1
The following is a DFT calculation (ωB97M-V/def2-TZVPD) of 5 unconnected molecules or ions with the total composition C30H73N3.

Its orbital gap is 8.90 eV. The value obtained for the HOMO energy is -0.299 Eh. As for the SMILES: CCN(CC)CC.CCN(CC)CC.CCN(CC)CC.CCCCCC.CCCCCC. For the energy relative to the best compared isomer or geometry (same formula, charge and spin), the calculation gives 173.6 kcal/mol.

Atoms and positions in Å:
H  -3.5513  2.6670  5.5264
H  -2.2917  -4.4172  -1.5409
H  5.6154  -2.2698  -5.5910
H  1.5958  -2.0688  0.0751
C  1.6210  1.8268  -2.2197
N  -0.5384  1.2602  5.7981
H  0.8907  -0.0649  1.9933
C  -0.6524  -3.3155  -0.4163
H  2.1365  1.4281  3.5521
H  2.5200  3.3495  -4.4067
H  7.1830  -0.4945  -4.0558
C  4.4809  -1.6411  -3.9092
H  -0.8354  1.9965  7.7810
C  4.5284  -2.9829  -3.3174
H  1.4689  2.0683  -5.2321
C  3.6908  -3.1825  -2.0861
H  7.4271  -0.0722  -6.5283
H  -2.8684  -3.2664  -0.4804
C  7.8963  -1.1602  -5.9955
H  -4.8190  1.8905  3.8296
C  -5.2652  1.6786  2.7741
H  0.0416  4.1158  -5.7192
H  1.0895  -0.1126  5.2946
H  -5.5829  -2.7644  -1.5175
H  0.6573  0.2216  0.3931
H  -1.7451  2.1722  4.0822
C  -4.4065  1.1867  0.3776
H  -0.9785  3.2122  -3.8988
H  2.1220  -0.0567  1.0516
H  -2.9131  2.2143  7.0932
C  7.0116  -1.3489  -4.7385
H  0.6046  2.2418  7.2344
H  -1.4724  -0.5729  1.7872
N  0.8303  2.7081  -3.0897
H  -0.8497  1.4109  -3.4385
C  1.6595  0.3224  -2.6563
H  2.2852  0.0370  -1.8990
H  4.5984  -1.0232  -3.1049
H  1.1161  -2.4746  1.7197
H  1.3893  0.2484  7.5349
H  0.5034  0.4706  8.8144
H  -3.5097  1.0666  -0.1383
H  -2.3226  2.3036  -1.8800
C  0.9012  4.1897  -5.0965
C  -2.0707  -3.5172  -1.1859
H  0.7925  -0.2130  -2.5532
C  5.4915  -1.5103  -5.0896
C  -5.9954  -1.6820  -1.6649
H  3.8614  -3.6698  -4.1042
H  -1.2262  3.3509  5.5826
H  -5.7490  0.9751  3.0380
H  -2.4252  -1.8706  0.8108
H  -1.1553  3.5560  -1.3531
C  -4.0844  1.4102  1.8445
H  5.0715  -0.7619  -5.7143
C  -5.2769  -0.1002  0.1700
C  1.5563  1.6496  4.4679
C  -5.2087  -0.4376  -1.3195
H  8.9304  -0.9184  -5.8371
H  -2.7082  -2.4131  3.2232
H  -5.4468  0.3760  -1.9512
H  1.3280  1.8494  -1.2720
H  -3.4100  2.4026  2.1061
H  -2.0250  -3.5667  2.1291
H  -0.1266  0.2516  4.0107
H  1.8033  0.2178  -3.7541
C  0.0069  1.5279  7.1523
H  2.6164  2.1450  -2.3054
C  -1.4971  -1.6528  1.4137
H  0.8075  5.0171  -4.3043
C  -2.8877  2.0515  5.9910
C  1.1690  -0.4868  1.0524
C  -1.3462  2.5522  -1.7826
H  -1.0508  -3.0337  3.0237
H  4.0353  -2.5899  -1.3280
C  -0.6243  2.3670  -3.2664
H  1.6441  4.8118  -5.7095
H  2.8199  -3.2608  -2.2006
N  -0.5328  -2.0252  0.3429
H  3.9037  -4.0168  -1.5969
H  -3.5651  0.6264  2.2710
H  7.4212  -2.3484  -4.2273
H  -3.2206  0.9137  5.7678
H  -0.4419  -4.0992  0.4866
H  -0.0304  -0.8225  7.6138
C  1.4504  2.8320  -4.4324
H  -5.8613  2.3236  2.3252
C  0.3585  0.2515  7.9826
C  0.8656  -1.9075  0.8854
H  -5.1830  -0.9891  0.8330
H  -7.0094  -1.6436  -1.3611
H  -4.2256  -0.6708  -1.5267
C  0.4165  0.6990  4.9144
H  -2.1869  -2.8772  -1.9792
C  -1.5400  2.2539  5.3418
H  -6.2929  0.1245  0.3304
H  -4.8935  2.1668  -0.0105
H  7.8320  -2.0670  -6.5387
H  3.4907  -1.5317  -4.2958
H  -6.1286  -1.7417  -2.8098
H  5.5106  -3.2926  -2.9182
C  -1.7780  -2.6455  2.5280
H  0.0574  -3.5427  -1.2298
H  1.4230  2.6021  4.2469
H  -0.8702  1.6320  -1.2639
H  2.1484  1.9713  5.2448

***

# 2
The following is a DFT calculation (ωB97M-V/def2-TZVPD) of a gas-phase ion, C23H19F3NO (charge +1).

Its orbital gap is 7.33 eV. Its charge is +1. The value obtained for the HOMO energy is -0.440 Eh. As for the SMILES: COc1ccc2c(c1)[C@@H]([C@H](c1ccccc1)c1ccc(C(F)(F)F)cc1)C=[NH+]2. For the energy relative to the best compared isomer or geometry (same formula, charge and spin), the calculation gives 19.6 kcal/mol.

Atoms and positions in Å:
C  -4.0928  -0.6830  -0.7452
H  -7.8853  0.1505  -0.9856
C  -3.4230  -2.9378  -2.3613
H  -1.8176  1.6026  2.2891
C  -1.5860  -0.8856  0.2651
C  -0.1583  -0.8400  2.5072
C  -5.0947  -0.3698  3.0188
C  -4.7437  -2.4931  -2.3151
C  0.7518  -1.9033  2.5471
C  1.6237  0.6553  3.1922
C  -0.5566  -1.6697  -0.5422
H  0.5222  -1.5800  -0.4323
H  -6.3555  1.0488  -1.0658
C  4.0429  -0.0505  2.9313
F  4.5430  0.1083  4.2209
H  -3.0942  -3.8049  -2.9571
C  -2.7252  1.0244  2.5516
C  -5.0737  -1.3568  -1.5250
H  -0.6718  -3.2209  -1.9879
C  -3.9265  1.7222  2.7617
C  2.5433  -0.3592  2.9284
N  -1.1242  -2.4713  -1.4315
H  -6.6996  -0.0001  0.3249
H  -0.3885  1.1556  3.4869
O  -6.3828  -1.0189  -1.4939
H  -1.4383  0.2290  0.2278
H  -4.3645  0.1767  -0.1489
H  -3.8726  -2.1596  2.8720
F  4.2825  1.1366  2.2710
F  4.7817  -1.0477  2.3242
H  -6.0062  -0.9442  3.1424
C  -5.1110  1.0169  2.9494
C  -2.8191  -1.2380  -0.6485
C  0.2577  0.3559  3.1278
H  2.0039  1.6606  3.3902
C  -1.5190  -1.0799  1.7341
H  -3.9355  2.8174  2.7077
C  -2.7295  -0.3698  2.4659
C  -2.4973  -2.2462  -1.5495
C  -6.8282  0.1162  -0.7524
H  -6.0488  1.5414  3.0843
H  -5.5170  -2.9977  -2.8859
H  2.8487  -2.4623  2.5664
H  0.4485  -2.9251  2.3372
H  -1.7338  -2.1678  1.9814
C  2.1183  -1.6655  2.7008
C  -3.8936  -1.0682  2.8513

***

# 3
The following is a DFT calculation (ωB97M-V/def2-TZVPD) of 2 unconnected molecules or ions with the total composition C3H11NOS2.

Its orbital gap is 9.50 eV. The value obtained for the HOMO energy is -0.331 Eh. As for the SMILES: NCCCSS.O. For the energy relative to the best compared isomer or geometry (same formula, charge and spin), the calculation gives 12.8 kcal/mol.

Atoms and positions in Å:
O  0.7539  1.4055  -4.6652
S  -0.6048  -1.4571  1.7205
H  1.2905  -1.3725  0.5670
H  1.9594  2.5145  -1.6834
C  0.3088  -1.0330  0.2669
H  0.0418  -1.5484  -0.6346
H  0.4575  2.3032  -4.7783
H  2.3131  2.5157  -0.0468
N  2.3405  1.9986  -0.9095
H  1.7780  0.1989  -1.7442
C  1.9284  0.6242  -0.7894
C  0.5862  0.4476  -0.0442
S  -2.3475  -0.4166  1.7805
H  0.5733  1.0912  -3.7744
H  0.6203  0.9544  0.9304
H  -3.2827  -1.1627  1.1525
H  -0.2314  0.9880  -0.5291
H  2.6306  0.0822  -0.1542

***

Which value of energy relative to the best compared isomer or geometry (same formula, charge and spin) does entry 1 give? 173.6 kcal/mol

***

Among the records above, which one has the lowest orbital gap? C23H19F3NO

***

What is the energy relative to the best compared isomer or geometry (same formula, charge and spin) in the third record? 12.8 kcal/mol

***

What is the orbital gap in the first record? 8.90 eV